ORCA calculation (the ωB97M-V functional and the def2-TZVPD basis) on a molecular structure, C25H58BCl2I2NO10S5Si2.

CARTESIAN COORDINATES (ANGSTROEM)
C: 4.493311 -2.644646 -3.732779
B: 2.954213 -2.976700 -3.775476
O: 2.475212 -3.803792 -4.746042
Si: 1.690059 -2.040150 -2.477689
O: 2.318920 -1.844987 -0.956584
Si: 2.719369 -3.124371 0.013871
C: 2.947364 -2.612191 1.791444
C: 2.292737 -3.606699 2.771785
C: 3.057267 -4.940697 2.906427
C: 2.401812 -6.156551 2.238227
O: 2.075727 -7.123776 3.244214
C: 4.254457 -3.999953 -0.633650
Cl: 3.981192 -5.602018 -1.284987
C: 5.508730 -3.539478 -0.646175
C: 6.725858 -4.256674 -1.146420
Cl: 5.776991 -1.926696 -0.070328
C: 1.419457 -0.300751 -3.171189
I: 3.194905 0.844813 -2.995672
C: 0.747460 -0.341977 -4.573301
C: -0.468876 0.582908 -4.617028
I: 2.015368 0.254211 -6.205367
N: 0.033898 -2.725374 -2.425997
C: -0.927437 -1.959449 -1.676691
C: -2.295527 -1.868373 -2.290994
O: -0.639096 -1.424274 -0.638229
C: -0.096320 -4.134047 -2.261231
C: -0.959806 -4.619446 -1.125582
O: 0.449365 -4.895879 -3.016861
H: 4.712148 -2.057656 -4.633665
H: 4.782663 -2.038213 -2.872213
H: 5.107816 -3.551982 -3.757290
H: 3.123727 -4.478512 -4.990385
H: 1.658089 -4.154379 -0.019386
H: 4.006009 -2.535943 2.050549
H: 2.527582 -1.617178 1.973635
H: 2.283560 -3.119144 3.751532
H: 1.243837 -3.796610 2.521180
H: 3.194112 -5.190666 3.961114
H: 4.056631 -4.812900 2.474332
H: 1.480364 -5.852550 1.727886
H: 3.076252 -6.600951 1.500330
H: 2.036824 -7.992149 2.828548
H: 7.544152 -3.550818 -1.284093
H: 6.514970 -4.710460 -2.119298
H: 7.029427 -5.040356 -0.448337
H: 0.713003 0.207804 -2.508235
H: 0.435818 -1.361891 -4.808788
H: -1.120445 0.365577 -5.462441
H: -1.069366 0.449881 -3.712407
H: -0.156480 1.629239 -4.642609
H: -2.471056 -0.867006 -2.687645
H: -3.068068 -2.156189 -1.576231
H: -2.357200 -2.541757 -3.148291
H: -0.751537 -5.680898 -0.991464
H: -0.786412 -4.069946 -0.200564
H: -2.012554 -4.526331 -1.414580
C: 0.937553 0.878565 1.075258
S: 2.343197 1.401118 2.056392
O: 2.250979 0.678566 3.358364
C: 1.772556 3.074910 2.345516
H: 1.071223 -0.169521 0.819485
H: 0.022978 1.007600 1.654375
H: 0.900427 1.468292 0.158178
H: 0.801842 3.061788 2.837063
H: 1.708899 3.604011 1.394746
H: 2.498034 3.566709 2.989381
C: -1.551123 6.274618 5.533178
S: -0.074825 6.462648 4.534208
O: -0.028279 5.294060 3.609142
C: 1.094950 6.117758 5.852859
H: -2.407453 6.411080 4.876744
H: -1.566966 5.274800 5.966775
H: -1.557062 7.040963 6.307423
H: 0.901629 5.125084 6.259467
H: 0.997769 6.881214 6.624580
H: 2.093434 6.154286 5.422255
C: -6.418246 0.781337 -4.805168
S: -4.827467 1.233525 -4.111397
O: -3.888997 0.115033 -4.423113
C: -5.306373 1.029629 -2.399581
H: -6.318516 0.795858 -5.888522
H: -6.690127 -0.215969 -4.460600
H: -7.165233 1.510034 -4.491895
H: -5.665946 0.014850 -2.241941
H: -6.091801 1.743353 -2.152425
H: -4.430325 1.225160 -1.781817
C: 0.954943 10.410386 2.740543
S: 1.016552 10.287970 4.529382
O: -0.302182 9.765321 4.975940
C: 1.001363 12.053562 4.855938
H: 0.915086 9.396488 2.347815
H: 0.060032 10.958564 2.446871
H: 1.853486 10.911239 2.380590
H: 0.106956 12.493081 4.415233
H: 1.901163 12.506913 4.440248
H: 0.987660 12.185556 5.935428
C: -6.252755 -2.537661 0.092897
S: -7.023385 -2.546994 -1.528568
O: -7.490212 -1.157367 -1.792742
C: -8.470435 -3.496237 -1.057276
H: -5.341981 -1.945948 0.021696
H: -6.932232 -2.085509 0.814934
H: -6.005273 -3.559317 0.380506
H: -8.995718 -2.978326 -0.255303
H: -8.160115 -4.491011 -0.738482
H: -9.110164 -3.573066 -1.933455

Cartesian forces (eV/Å) of the 2 atoms listed first:
-0.1 0.1 0.3
0.1 -0.2 -0.2

Computed properties:
Orbital gap, eV: 8.539
2S+1: 1
Electronic energy, Ha: -5905.1020
HOMO, eV: -8.23